#P
Density functional theory data (ωB97M-V with the def2-TZVPD basis set) for a 2-piece molecular cluster, C4H12OS overall.

The geometry in XYZ format:
```
18
C4H12OS (ωB97M-V with the def2-TZVPD basis set)
C 0.594 2.619 -1.215
C -0.703 2.064 -0.767
O -1.636 2.221 -2.026
H 0.731 2.412 -2.371
H 1.361 2.332 -0.472
H 0.517 3.731 -1.253
H -0.737 0.878 -0.761
H -1.171 2.426 0.132
H -2.404 1.754 -1.723
C 0.427 -1.659 0.518
C 0.498 -2.263 1.904
S 0.954 -4.097 1.824
H -0.245 -2.327 -0.085
H -0.315 -0.785 0.575
H 1.259 -1.044 0.166
H -0.577 -2.108 2.387
H 1.250 -1.685 2.452
H 0.197 -4.467 0.716
```

The lowest unoccupied orbital energy is 0.71 eV. The value obtained for the HOMO energy is -9.1465 eV. The orbital gap comes out at 9.86 eV.

natural (NBO) population analysis, charges in e, atoms 1 to 6: -0.6595 -0.0723 -0.7513 0.2447 0.2208 0.2175

***

#Q
Density functional theory data (ωB97M-V with the def2-TZVPD basis set) for a 2-piece molecular cluster, C4H12OS overall.

The geometry in XYZ format:
```
18
C4H12OS (ωB97M-V with the def2-TZVPD basis set)
C 0.218 1.815 -0.715
C 1.360 2.282 0.152
O 1.740 1.176 0.963
H 0.629 1.023 -1.344
H -0.119 2.575 -1.427
H -0.641 1.502 -0.128
H 2.181 2.604 -0.512
H 1.296 3.153 0.815
H 2.086 1.396 1.810
C -0.270 -2.733 0.322
C -0.977 -1.415 -0.029
S -2.821 -1.631 0.075
H -0.021 -2.854 1.375
H -0.804 -3.618 -0.026
H 0.683 -2.791 -0.218
H -0.555 -1.079 -0.967
H -0.904 -0.662 0.747
H -3.083 -0.742 -0.891
```

The lowest unoccupied orbital energy is 0.83 eV. The value obtained for the HOMO energy is -8.8115 eV. The orbital gap comes out at 9.64 eV.

natural (NBO) population analysis, charges in e, atoms 1 to 6: -0.6267 -0.0599 -0.7424 0.2132 0.2129 0.2125

***

#R
Density functional theory data (ωB97M-V with the def2-TZVPD basis set) for a 2-piece molecular cluster, C4H12OS overall.

The geometry in XYZ format:
```
18
C4H12OS (ωB97M-V with the def2-TZVPD basis set)
C -1.986 -0.596 0.660
C -0.880 -1.336 -0.066
C 0.534 -0.762 0.186
C 1.285 -0.371 -1.094
S 2.861 0.496 -0.702
H -3.009 -0.905 0.433
H -1.828 -0.790 1.735
H -2.058 0.488 0.597
H -1.111 -1.112 -1.117
H -0.836 -2.368 0.269
H 1.234 -1.471 0.640
H 0.507 0.000 0.975
H 0.743 0.224 -1.833
H 1.573 -1.235 -1.698
H 2.430 1.017 0.423
O -0.178 2.872 0.133
H 0.496 2.176 -0.005
H 0.223 3.672 0.465
```

The lowest unoccupied orbital energy is 0.75 eV. The value obtained for the HOMO energy is -9.2578 eV. The orbital gap comes out at 10.01 eV.

natural (NBO) population analysis, charges in e, atoms 1 to 6: -0.6132 -0.4110 -0.4198 -0.5030 -0.0448 0.2120

***

Which one sits at the top of the stability order? #R does.

***

#P
Density functional theory data (ωB97M-V with the def2-TZVPD basis set) for an isolated ion of composition H2NO4S and charge -1.

The geometry in XYZ format:
```
8
H2NO4S (ωB97M-V with the def2-TZVPD basis set)
N 1.429 -0.453 0.009
O 0.285 -1.170 0.348
S -0.906 0.119 0.060
O -2.243 -0.406 0.152
O -0.583 1.080 1.126
O -0.521 0.563 -1.286
H 1.067 0.463 0.531
H 1.472 -0.196 -0.939
```

The lowest unoccupied orbital energy is 4.33 eV. The value obtained for the HOMO energy is -5.1501 eV. As for the net charge: -1. The orbital gap comes out at 9.48 eV.

natural (NBO) population analysis, charges in e, atoms 1 to 6: -0.5613 -0.5822 2.4731 -0.9804 -1.0065 -1.0252

***

#Q
Density functional theory data (ωB97M-V with the def2-TZVPD basis set) for an isolated ion of composition H2NO4S and charge -1.

The geometry in XYZ format:
```
8
H2NO4S (ωB97M-V with the def2-TZVPD basis set)
N -0.391 0.352 0.234
O 0.390 1.402 0.612
S 2.195 0.492 0.456
O 3.205 1.290 1.083
O 1.849 -0.739 1.128
O 2.310 0.309 -0.985
H 0.219 -0.464 0.553
H -0.295 0.289 -0.734
```

The lowest unoccupied orbital energy is 4.22 eV. The value obtained for the HOMO energy is -4.5281 eV. As for the net charge: -1. The orbital gap comes out at 8.75 eV.

natural (NBO) population analysis, charges in e, atoms 1 to 6: -0.5470 -0.5921 2.4390 -0.9605 -0.9951 -0.9959

***

Which one sits at the top of the stability order? #P does.

***

#P
Density functional theory data (ωB97M-V with the def2-TZVPD basis set) for C37H31Br2LuN8O4PS8 as an isolated structure.

The geometry in XYZ format:
```
92
C37H31Br2LuN8O4PS8 (ωB97M-V with the def2-TZVPD basis set)
Lu 0.265 0.263 -0.304
S 2.238 -1.166 -2.367
S 3.872 -0.233 -2.856
S 3.725 1.799 -2.546
S 2.078 2.319 -1.516
O -0.453 -1.560 -1.493
S -1.388 -0.590 -2.228
O -2.096 0.142 -1.088
O -0.364 0.506 -2.609
C -2.972 -2.093 -2.240
C -3.793 -2.271 -3.331
C -4.841 -3.180 -3.250
C -5.050 -3.881 -2.070
C -4.225 -3.667 -0.973
C -3.161 -2.763 -1.036
P -2.074 -2.419 0.442
C -1.241 -4.066 0.589
C -1.859 -5.239 1.022
C -1.142 -6.421 1.151
C 0.209 -6.455 0.835
C 0.833 -5.302 0.377
C 0.114 -4.122 0.257
C -3.400 -2.491 1.739
C -3.345 -3.175 2.953
C -4.281 -2.938 3.957
C -5.292 -2.010 3.769
C -5.358 -1.312 2.567
C -4.422 -1.544 1.575
H -3.624 -1.704 -4.241
H -5.498 -3.334 -4.099
H -5.863 -4.594 -1.998
H -4.435 -4.194 -0.049
H -2.913 -5.240 1.272
H -1.641 -7.317 1.501
H 0.772 -7.374 0.940
H 1.883 -5.315 0.112
H 0.614 -3.235 -0.112
H -2.561 -3.902 3.126
H -4.212 -3.483 4.892
H -6.013 -1.818 4.555
H -6.137 -0.575 2.411
H -4.461 -0.975 0.650
Br 5.461 -0.173 0.398
C 4.255 -1.303 1.304
C 4.782 -2.306 2.135
C 3.968 -3.065 2.922
Br 4.746 -4.372 4.067
C 2.570 -2.837 2.937
C 1.656 -3.466 3.809
C 0.344 -3.094 3.785
C -0.074 -2.114 2.868
N 0.736 -1.529 2.020
C 2.051 -1.868 2.050
C 2.888 -1.060 1.191
O 2.363 -0.164 0.450
H 5.852 -2.459 2.155
H 2.013 -4.209 4.509
H -0.377 -3.533 4.463
H -1.107 -1.798 2.848
N 2.179 0.940 3.456
C 1.917 2.072 2.743
N 0.988 2.161 1.840
C 0.811 3.478 1.471
C 1.646 4.374 2.043
S 2.691 3.571 3.150
C -0.183 3.824 0.453
C -0.685 5.066 0.292
S -1.585 5.144 -1.173
C -1.218 3.471 -1.465
N -0.535 2.889 -0.510
N -1.676 2.868 -2.580
H 1.697 0.126 3.100
H 3.132 0.785 3.744
H 1.740 5.426 1.837
H -0.573 5.922 0.935
H -1.893 3.466 -3.358
H -1.212 1.967 -2.785
C -0.894 1.916 5.839
C -1.831 0.846 5.271
C -2.033 1.029 3.799
N -1.201 0.614 2.920
N -1.542 0.924 1.624
C -2.671 1.579 1.557
N -3.254 2.028 0.419
S -3.377 1.888 3.110
H -0.734 1.761 6.907
H -1.312 2.915 5.696
H 0.069 1.874 5.328
H -2.796 0.869 5.780
H -1.393 -0.143 5.418
H -2.975 1.525 -0.427
H -4.208 2.336 0.484
```

The lowest unoccupied orbital energy (spin up / spin down) is 1.92 / 1.93 eV. The value obtained for the HOMO energy (spin up / spin down) is -3.6026 / -3.8368 eV. As for the net charge: -1. The orbital gap (spin up / spin down) comes out at 5.53 / 5.76 eV.

Mulliken population analysis, charges in e, atoms 1 to 6: 2.0907 -0.0847 0.0042 -0.0656 -0.0935 -0.6360

***

#Q
Density functional theory data (ωB97M-V with the def2-TZVPD basis set) for C37H31Br2LuN8O4PS8 as an isolated structure.

The geometry in XYZ format:
```
92
C37H31Br2LuN8O4PS8 (ωB97M-V with the def2-TZVPD basis set)
Lu 0.649 0.659 0.902
S 2.879 0.662 2.654
S 2.186 0.287 4.566
S 0.150 0.590 4.506
S -0.564 -0.768 3.126
O -1.312 1.591 1.576
S -2.202 1.253 0.458
O -3.056 2.330 0.025
O -1.328 0.693 -0.594
C -3.299 -0.074 0.928
C -4.506 0.332 1.491
C -5.458 -0.609 1.835
C -5.206 -1.952 1.597
C -4.008 -2.352 1.028
C -3.020 -1.431 0.681
P -1.408 -1.971 -0.078
C -1.404 -3.762 0.403
C -0.970 -4.036 1.704
C -0.887 -5.340 2.171
C -1.223 -6.403 1.342
C -1.656 -6.147 0.049
C -1.749 -4.838 -0.415
C -1.910 -2.084 -1.849
C -1.030 -2.707 -2.738
C -1.271 -2.709 -4.104
C -2.397 -2.073 -4.613
C -3.271 -1.438 -3.745
C -3.027 -1.439 -2.376
H -4.681 1.389 1.641
H -6.398 -0.295 2.274
H -5.950 -2.697 1.855
H -3.831 -3.406 0.852
H -0.693 -3.217 2.362
H -0.549 -5.524 3.185
H -1.148 -7.424 1.700
H -1.929 -6.967 -0.606
H -2.111 -4.665 -1.420
H -0.129 -3.179 -2.358
H -0.569 -3.193 -4.772
H -2.579 -2.059 -5.682
H -4.146 -0.928 -4.131
H -3.719 -0.927 -1.719
Br 5.392 0.777 -1.301
C 3.997 1.915 -1.891
C 4.224 2.757 -2.984
C 3.235 3.581 -3.437
Br 3.598 4.699 -4.938
C 1.972 3.619 -2.798
C 0.898 4.454 -3.186
C -0.266 4.422 -2.480
C -0.386 3.548 -1.382
N 0.576 2.744 -1.007
C 1.752 2.766 -1.689
C 2.771 1.849 -1.216
O 2.540 1.042 -0.266
H 5.189 2.743 -3.473
H 1.018 5.112 -4.036
H -1.102 5.053 -2.752
H -1.306 3.516 -0.813
N -0.245 0.626 -3.228
C 0.822 -0.118 -2.829
N 0.964 -0.662 -1.649
C 2.066 -1.498 -1.633
C 2.792 -1.538 -2.770
S 2.058 -0.550 -3.977
C 2.358 -2.279 -0.427
C 3.133 -3.384 -0.444
S 3.256 -4.034 1.145
C 2.225 -2.745 1.728
N 1.812 -1.916 0.800
N 1.939 -2.681 3.029
H -0.881 0.894 -2.489
H -0.108 1.281 -3.977
H 3.722 -2.050 -2.961
H 3.620 -3.854 -1.285
H 2.351 -3.324 3.675
H 1.271 -1.983 3.349
C 0.598 4.003 5.708
C -0.096 4.055 4.345
C 0.867 3.995 3.206
N 0.903 3.084 2.305
N 1.851 3.279 1.336
C 2.574 4.321 1.534
N 3.582 4.716 0.684
S 2.117 5.201 2.962
H -0.144 3.937 6.507
H 1.210 4.892 5.881
H 1.243 3.122 5.767
H -0.696 4.965 4.255
H -0.758 3.200 4.226
H 3.932 3.972 0.093
H 4.293 5.309 1.072
```

The lowest unoccupied orbital energy is 2.13 eV. The value obtained for the HOMO energy is -3.6775 eV. As for the net charge: -1. The orbital gap comes out at 5.81 eV.

Mulliken population analysis, charges in e, atoms 1 to 6: 0.8359 -0.1235 -0.1460 0.0003 -0.4365 -0.3431

***

Which one sits at the top of the stability order? #Q does.